# 1
Formula: C28H28BrN7O5RuS2
Source: the Open Molecules 2025 dataset
Level of theory: ωB97M-V/def2-TZVPD

## Properties
- spin multiplicity = 2
- E_LUMO (alpha / beta) (eV) = -4.8 / -4.7
- total charge = +1

Geometry as XYZ:
```
72
Properties=species:S:1:pos:R:3:forces:R:3
Ru 0.38318 0.41844 -0.09540 -0.03 0.17 -0.15
Br -4.80001 1.00487 8.75398 -0.27 0.17 0.12
C -3.36325 0.00195 8.10808 0.11 -0.18 -0.20
C -2.21010 -0.11123 8.88247 -0.13 -0.04 -0.11
C -1.14692 -0.83813 8.39687 -0.09 0.05 -0.02
C -1.23581 -1.43849 7.13315 0.17 0.18 0.42
C -2.41652 -1.34729 6.37489 0.29 -0.16 0.00
C -3.47750 -0.62429 6.86304 -0.03 0.19 0.39
N -0.09350 -2.06790 6.69085 -0.19 0.89 0.04
N -0.13262 -2.67292 5.59613 0.24 -1.75 -2.39
C 0.07279 -2.38713 4.32701 -0.03 0.59 2.05
C -0.03604 -3.44773 3.37171 -0.13 -0.31 -0.76
C -0.00675 -3.22338 2.03226 -0.08 -0.66 0.51
C 0.16098 -1.90616 1.51482 0.12 0.47 -0.94
O 0.16027 -1.63679 0.27512 -0.15 -0.30 1.39
C 0.39367 -0.83339 2.47331 0.15 0.57 0.27
N 0.67471 0.37981 1.92414 -0.18 -0.39 -0.10
C 0.97531 1.38672 2.72968 0.11 0.13 0.23
C 0.99689 1.24870 4.11948 0.03 0.13 -0.34
C 0.68692 0.03903 4.68858 -0.07 -0.25 0.10
C 0.37225 -1.04479 3.85539 0.23 0.49 -0.39
H -2.15998 0.36203 9.85232 -0.01 0.02 0.00
H -0.23673 -0.95621 8.97008 -0.01 0.02 -0.03
H -2.48797 -1.85649 5.42286 -0.03 0.04 -0.01
H -4.39781 -0.54545 6.30244 0.00 0.02 0.00
H -0.16651 -4.44654 3.76622 -0.04 -0.01 -0.01
H -0.11420 -4.03374 1.32454 -0.01 -0.02 0.02
H 1.21808 2.32430 2.24804 -0.03 0.02 0.02
H 1.26134 2.09888 4.73169 0.00 0.01 -0.01
H 0.71396 -0.07693 5.76352 -0.04 -0.03 -0.06
C -4.23249 5.95451 2.21566 0.00 -0.01 0.00
C -4.25327 5.80219 0.70140 0.02 -0.02 0.05
N -3.22894 4.88207 0.19519 0.02 -0.07 0.10
C -3.66088 3.54545 -0.19893 0.00 0.03 -0.04
C -3.93803 2.61543 0.97736 -0.06 0.02 -0.01
C -1.96581 5.36238 0.13863 -0.06 0.11 -0.05
O -1.68563 6.50731 0.46403 0.02 -0.06 -0.03
C -0.84759 4.50042 -0.39360 0.05 0.04 0.01
C 0.04865 5.09118 -1.27911 -0.04 -0.01 0.01
C 1.13054 4.35915 -1.72721 0.05 -0.01 0.02
C 1.30033 3.06169 -1.27735 0.08 -0.01 0.05
N 0.45652 2.48929 -0.41142 -0.17 -0.09 -0.21
C -0.59179 3.20928 0.02080 0.06 -0.04 0.18
H -5.00474 6.65810 2.52810 0.00 -0.01 0.00
H -3.26875 6.34215 2.54127 0.00 0.00 0.00
H -4.41948 5.00236 2.71392 0.00 0.00 0.00
H -4.09179 6.77257 0.23326 -0.01 0.00 -0.01
H -5.21601 5.41576 0.36612 -0.01 0.01 -0.01
H -2.92160 3.10957 -0.86802 0.02 0.01 0.02
H -4.57310 3.66333 -0.78675 0.02 -0.03 -0.06
H -3.12118 2.64076 1.70132 0.01 -0.03 0.00
H -4.05380 1.59232 0.62074 -0.02 0.00 0.01
H -4.85006 2.90252 1.50226 0.02 0.02 0.00
H -0.11262 6.11567 -1.58645 0.01 0.00 0.00
H 1.84717 4.78221 -2.41662 0.00 -0.01 0.00
H 2.13800 2.45285 -1.58855 -0.03 -0.01 -0.07
H -1.22679 2.71271 0.74112 -0.06 -0.02 -0.06
S 2.72088 -0.02991 -0.65736 -0.15 0.23 0.17
C 2.22933 -0.74418 -2.13407 0.19 -0.10 0.04
N 1.46462 -1.80339 -2.22631 -0.15 0.04 -0.06
C 0.94899 -2.17558 -3.54096 0.04 0.02 0.00
C 1.62772 -1.25951 -4.57792 0.01 -0.03 0.04
S 2.68187 -0.09327 -3.65446 0.02 0.04 -0.02
H 1.02499 -2.14601 -1.37610 0.09 -0.08 -0.10
H -0.13097 -2.03317 -3.55116 -0.01 0.00 0.02
H 1.16677 -3.22593 -3.72822 0.01 0.00 -0.03
H 0.89194 -0.67991 -5.12786 0.02 -0.02 -0.05
H 2.24685 -1.81477 -5.27660 -0.01 -0.01 0.00
O -0.43094 0.31183 -2.04092 -0.03 -0.19 -0.03
N -1.64422 0.27721 -1.63296 -0.35 0.07 -0.18
O -2.56782 0.05383 -2.36168 0.17 0.11 0.14
O -1.77794 0.49661 -0.38057 0.34 0.00 0.11
```
Positions in Å, forces in eV/Å.



# 2
Formula: C28H28EuN2Si
Source: the Open Molecules 2025 dataset
Level of theory: ωB97M-V/def2-TZVPD

## Properties
- spin multiplicity = 8
- E_LUMO (alpha / beta) (eV) = -1.0 / -1.0

Geometry as XYZ:
```
60
Properties=species:S:1:pos:R:3:forces:R:3
C 0.13906 0.06811 -1.39434 -0.13 -0.78 -0.12
C 1.11560 -0.96657 -1.49085 -0.55 -0.03 -0.03
C 0.48444 -2.20940 -1.19348 -0.12 0.40 -0.08
H 2.15123 -0.83833 -1.79871 -0.22 -0.06 0.26
C -0.89347 -1.95256 -0.93065 0.28 0.39 0.01
C -1.10444 -0.54663 -1.05821 0.36 -0.13 0.01
H -2.05596 -0.02976 -0.94694 0.22 -0.14 0.01
H 0.30779 1.12736 -1.60629 -0.07 -0.43 0.15
H 0.97727 -3.18243 -1.19406 -0.19 0.31 -0.04
H -1.65608 -2.69767 -0.69475 0.24 0.24 -0.16
Eu 0.46436 -0.86119 1.21019 0.92 0.43 -1.07
C 3.97524 0.23230 2.98884 0.54 1.60 0.18
H 3.24976 -0.47725 3.41178 0.17 0.24 -0.25
H 4.09145 1.06047 3.70423 0.09 -0.42 0.27
H 4.95046 -0.26356 2.83137 -0.53 0.11 0.26
Si 3.49414 1.15079 1.32159 -0.90 -2.32 -0.64
C 4.11557 2.40431 0.02575 0.24 0.38 -0.17
C 3.69630 2.30555 -1.31313 0.08 0.38 0.07
H 3.37145 1.34460 -1.72118 0.09 0.25 0.19
C 3.64283 3.44183 -2.13773 0.13 0.02 0.17
H 3.30503 3.35074 -3.17277 0.10 0.00 0.30
C 4.00240 4.69380 -1.63360 -0.10 -0.25 0.19
H 3.95793 5.58051 -2.26878 -0.04 -0.25 0.18
C 4.41134 4.80664 -0.29815 0.35 -0.28 0.09
H 4.65850 5.78755 0.11382 0.02 -0.26 -0.15
C 4.50613 3.66726 0.51033 -0.23 0.27 -0.70
H 4.82329 3.75850 1.55225 -0.20 0.10 -0.26
C 4.00181 -0.58192 0.42390 0.45 0.53 0.25
C 4.89683 -0.67319 -0.63917 0.06 -0.99 -0.28
H 5.42707 0.21883 -0.99232 -0.27 -0.32 0.10
C 5.15846 -1.91755 -1.24904 0.11 0.43 0.09
H 5.87325 -1.96361 -2.07574 -0.22 -0.09 0.24
C 4.52468 -3.07291 -0.80051 -0.21 0.11 -0.03
H 4.72068 -4.03318 -1.27375 -0.05 0.20 0.05
C 3.62899 -2.99147 0.27033 0.07 0.24 0.25
H 3.10724 -3.87846 0.62591 0.20 0.00 -0.05
C 3.41071 -1.76756 0.90670 0.35 -0.26 -0.78
H 2.81163 -1.76459 1.83620 0.25 0.02 -0.39
H 2.13568 0.70722 0.76589 -0.76 -0.04 0.05
H 2.69285 2.32333 1.81871 0.06 0.52 1.27
C -3.79282 -2.18681 2.64745 0.45 0.11 -0.19
C -4.44902 -1.04304 3.10640 0.38 0.05 -0.09
C -3.80196 0.19140 3.04985 0.48 -0.01 -0.27
C -2.48729 0.26597 2.55601 -0.14 -1.55 0.11
N -1.83292 -0.87775 2.19952 -1.10 0.31 0.03
C -2.47907 -2.06087 2.18404 -0.22 0.96 0.61
C -1.77301 1.54799 2.33577 0.93 1.16 -0.21
C -2.29272 2.76953 2.80556 0.14 -0.67 -0.20
C -1.65586 3.96592 2.48389 0.29 -0.24 -0.15
C -0.52595 3.92240 1.66779 -0.26 -0.22 0.01
C -0.05809 2.67944 1.23006 -0.13 -0.35 0.49
N -0.61316 1.51034 1.60854 -1.09 0.57 0.18
H -4.26027 -3.16510 2.63861 -0.07 0.18 0.03
H -5.46187 -1.10569 3.49459 0.15 0.00 -0.09
H -4.29204 1.10978 3.35935 -0.11 -0.34 -0.06
H -1.90502 -2.91091 1.79664 -0.31 0.25 0.22
H -3.18717 2.75158 3.42247 0.21 0.22 -0.14
H -2.04254 4.91192 2.86161 0.11 -0.24 -0.11
H 0.00520 4.82302 1.36749 -0.17 -0.20 0.06
H 0.81328 2.61239 0.57566 -0.16 -0.08 0.31
```
Positions in Å, forces in eV/Å.



# 3
Formula: C28H28F10N10STi
Source: the Open Molecules 2025 dataset
Level of theory: ωB97M-V/def2-TZVPD

## Properties
- E_LUMO (eV) = -0.6

Geometry as XYZ:
```
78
Properties=species:S:1:pos:R:3:forces:R:3
Ti 0.25938 0.94836 0.84316 1.19 2.05 0.80
C -2.86793 1.42310 2.17063 0.03 -0.07 0.05
N -1.72926 1.90407 1.40785 0.11 -0.17 -0.08
C -2.15087 2.77324 0.30756 -0.09 -0.06 0.00
C -0.98060 3.26022 -0.52474 -0.09 -0.08 -0.12
N -0.11000 2.13011 -0.82471 -0.12 -0.49 0.34
C 0.87134 2.29502 -1.76964 0.02 0.12 -0.04
C 1.54822 1.16639 -2.25470 0.03 -0.16 -0.11
F 1.16800 -0.05903 -1.83365 -0.19 0.09 -0.04
C 2.56299 1.22009 -3.18262 0.03 -0.21 0.01
F 3.14147 0.08328 -3.60286 -0.04 0.06 0.03
C 2.97611 2.42980 -3.70164 0.13 0.07 -0.12
F 3.96242 2.48756 -4.60528 -0.08 0.01 0.07
C 2.33948 3.57100 -3.26426 0.00 0.12 -0.04
F 2.71790 4.76458 -3.73444 -0.03 -0.09 0.03
C 1.32130 3.50198 -2.32753 0.03 0.06 0.03
F 0.79570 4.68311 -1.94360 0.03 -0.01 0.00
C -0.56298 2.38181 2.13424 -0.25 -0.33 -0.24
C 2.00835 2.03939 1.22528 0.01 -0.68 -0.31
N 2.27729 0.71839 0.78818 -0.76 -0.32 -0.06
C 3.43076 0.05704 1.09947 0.13 -0.03 0.00
C 4.69865 0.65537 0.97320 -0.15 0.04 -0.02
F 4.78587 1.90034 0.48113 0.02 -0.06 0.04
C 5.87342 0.00236 1.29108 0.16 0.18 -0.07
F 7.04857 0.62869 1.14088 -0.13 -0.07 0.02
C 5.85057 -1.30267 1.74240 0.11 -0.12 0.07
F 6.98920 -1.93960 2.05170 -0.11 0.05 -0.03
C 4.62922 -1.93489 1.87263 -0.04 -0.18 0.06
F 4.57744 -3.19821 2.32076 0.01 0.13 -0.05
C 3.45956 -1.26844 1.56291 -0.28 0.01 -0.02
F 2.29848 -1.94184 1.72188 0.27 0.14 0.01
H -3.41804 2.24656 2.63992 -0.01 0.04 -0.01
H -2.53302 0.74895 2.95937 0.01 0.00 0.00
H -3.55262 0.87655 1.51717 0.01 0.00 0.00
H -2.70384 3.63487 0.70457 -0.02 0.04 0.00
H -2.83640 2.19586 -0.31914 0.01 -0.03 -0.02
H -0.45634 4.06285 -0.00005 0.04 0.01 0.04
H -1.39220 3.70686 -1.43350 -0.01 0.01 -0.04
H -0.62591 2.10431 3.18256 0.08 0.06 0.08
H -0.35786 3.43951 2.00243 0.04 0.03 0.07
H 2.36973 2.26431 2.23167 -0.11 0.22 0.04
H 2.14265 2.85131 0.50728 0.20 0.05 0.10
N -0.22934 -1.61122 4.39731 -0.01 -0.12 0.23
C 0.48495 -0.64342 3.82550 0.19 0.09 0.03
N 0.05829 -0.47945 2.59678 -0.35 0.29 -0.30
C -0.93621 -1.39581 2.47058 -0.12 -0.15 -0.28
N -1.15160 -2.10503 3.54815 0.07 -0.11 0.12
C -1.65092 -1.52403 1.19694 -0.04 -0.41 0.18
C -2.72010 -2.38506 1.00492 -0.08 -0.02 0.08
N -3.35823 -2.44552 -0.15597 -0.20 -0.31 0.32
C -2.90595 -1.67429 -1.12451 0.19 0.26 -0.40
C -1.81030 -0.83899 -0.95829 -0.02 0.00 0.00
N -1.19206 -0.76413 0.21205 0.29 0.09 -0.30
H -0.13442 -1.99594 5.32291 -0.02 -0.01 -0.03
H 1.28626 -0.10206 4.30295 -0.04 -0.02 0.00
H -3.06574 -3.02208 1.80978 0.00 0.02 -0.01
H -3.42058 -1.71346 -2.07748 -0.01 -0.01 0.00
H -1.42711 -0.20792 -1.74756 0.01 0.01 -0.06
C -0.01881 -2.72590 -4.23984 0.00 -0.06 0.02
N 0.13499 -3.72764 -3.19236 0.12 0.07 0.10
C -1.02802 -4.57242 -3.00975 -0.04 0.04 0.00
C 0.95769 -3.45958 -2.11631 0.06 -0.09 -0.11
S 0.49042 -3.72373 -0.53170 -0.13 -0.03 -0.01
N 2.18962 -2.99777 -2.43010 -0.03 0.04 0.00
C 2.85280 -3.30996 -3.69127 -0.04 0.08 0.07
C 3.04563 -2.45822 -1.38166 -0.05 -0.05 -0.09
H -1.01270 -2.26900 -4.16901 0.00 -0.02 0.00
H 0.08122 -3.16765 -5.23419 0.00 0.00 0.01
H 0.71905 -1.93811 -4.12542 0.04 0.02 0.00
H -1.30362 -4.99344 -3.97880 0.01 0.02 0.00
H -1.88573 -4.01937 -2.61070 0.01 0.02 0.02
H -0.79872 -5.37578 -2.31688 0.01 -0.01 -0.01
H 2.26598 -4.03101 -4.25224 -0.01 -0.02 0.00
H 3.82853 -3.74865 -3.47274 -0.01 0.01 0.00
H 3.00580 -2.41552 -4.30080 0.00 -0.03 0.03
H 2.47172 -1.77476 -0.76529 0.00 -0.02 0.01
H 3.86206 -1.91140 -1.85146 -0.01 0.00 -0.03
H 3.44816 -3.25036 -0.74366 -0.02 -0.01 -0.03
```
Positions in Å, forces in eV/Å.



ΔE to the lowest compared entry with this formula, charge and spin / eV: 0.000 0.000 0.000